P) # C4H7NO

C4H7NO in the gas phase (ωB97M-V with the def2-TZVPD basis set, OMol25).

Last column: Mulliken charge in e.
Geometry (Å):
C -1.70204 -0.31363 0.29840  -1.262
C -0.45741 -0.33267 -0.56120  -0.352
C 0.57879 0.71920 -0.15795  -0.389
C 1.82690 0.07231 0.23619  0.661
O 2.97475 0.54622 0.66371  -0.458
N 2.41734 -1.01401 0.37109  -0.449
H -2.34355 -1.16346 0.06066  0.347
H -1.47544 -0.36088 1.36842  0.351
H -2.25336 0.60739 0.10315  0.323
H -0.70721 -0.19364 -1.61241  0.286
H 0.84687 1.42449 -0.95124  0.293
H 0.28090 1.33481 0.69821  0.303
H 0.01346 -1.32615 -0.51704  0.346

Kohn-Sham gap, eV: 10.28
Net charge: 0
2S+1: 1


Q) # C4H7NO

2 unconnected molecules or ions with the total composition C4H7NO (ωB97M-V with the def2-TZVPD basis set, OMol25).

Last column: Mulliken charge in e.
Geometry (Å):
O -3.96319 -1.25397 2.10662  -0.646
H -3.40120 -2.03880 1.91572  0.326
H -4.86214 -1.62385 2.25937  0.319
C 0.45742 0.85803 0.97802  -0.327
C 1.86593 0.80716 0.94829  -0.475
C 0.00000 0.00000 0.00000  -0.474
C 2.27858 -0.00092 -0.07439  -0.339
N 1.13903 -0.43092 -0.68569  -0.036
H -0.23176 1.44821 1.58204  0.367
H 2.59887 1.38451 1.51181  0.349
H -1.03724 -0.15746 -0.29572  0.373
H 3.24670 -0.31976 -0.46064  0.359
H 1.06445 -1.01859 -1.51972  0.206

Kohn-Sham gap, eV: 9.09
Net charge: 0
2S+1: 1


R) # C4H7NO

C4H7NO in the gas phase (ωB97M-V with the def2-TZVPD basis set, OMol25).

Last column: Mulliken charge in e.
Geometry (Å):
C -1.51193 -0.17203 0.52394  -0.845
C -0.67156 -0.96222 -0.44562  -0.030
C 0.66737 -0.96744 -0.46804  -0.563
N 1.49391 -0.28544 0.44696  -0.433
C 1.57757 0.97645 0.38972  0.101
O 0.98319 1.79338 -0.49865  -0.489
H -1.56145 -0.66558 1.50380  0.235
H -2.53684 -0.06492 0.15622  0.310
H -1.11365 0.83563 0.68611  0.258
H -1.18688 -1.64406 -1.11907  0.367
H 1.20385 -1.59988 -1.17311  0.316
H 0.47507 1.22300 -1.10615  0.402
H 2.18136 1.53311 1.10389  0.370

Kohn-Sham gap, eV: 9.92
Net charge: 0
2S+1: 1


S) # C4H7NO

2 unconnected molecules or ions with the total composition C4H7NO (ωB97M-V with the def2-TZVPD basis set, OMol25).

Last column: Mulliken charge in e.
Geometry (Å):
C -0.02094 -2.10288 -1.50848  0.650
C 0.67082 0.63996 1.56406  -0.865
C -0.37859 0.54629 0.78236  0.083
C -0.48834 1.31498 -0.53985  -0.868
N 0.43869 -1.66209 -0.45732  -0.446
O -0.34282 -2.42620 -2.59875  -0.443
H 0.59529 0.09019 2.44684  0.327
H 1.31519 1.49725 1.59304  0.311
H -1.11169 -0.27826 1.09881  0.279
H 0.01826 2.26693 -0.52450  0.335
H -1.62417 1.54573 -0.84262  0.232
H -0.01608 0.66081 -1.32147  0.154
H 0.94439 -2.09274 0.30789  0.253

Kohn-Sham gap, eV: 10.16
Net charge: 0
2S+1: 1


Most stable to least stable, the ends of the list are Q) and P).


P) # C4H7NO

C4H7NO in the gas phase (ωB97M-V with the def2-TZVPD basis set, OMol25).

Last column: Mulliken charge in e.
Geometry (Å):
C 0.67292 -1.25307 0.60994  -0.789
N 0.26122 -0.67221 -0.67234  -0.256
C 0.59855 0.78167 -0.71274  -0.341
C -0.78900 1.13904 -0.16171  -0.367
C -1.08885 -0.34416 -0.18108  0.381
O -2.02882 -1.04319 0.06279  -0.554
H -0.04946 -0.84841 1.36174  0.313
H 0.52532 -2.32923 0.56476  0.258
H 1.66571 -0.95013 0.93548  0.323
H 0.77796 1.14639 -1.72763  0.275
H 1.45892 1.05630 -0.08933  0.253
H -0.83638 1.68090 0.78402  0.258
H -1.46506 1.56948 -0.89299  0.244

Kohn-Sham gap, eV: 10.47
Net charge: 0
2S+1: 1


Q) # C4H7NO

C4H7NO in the gas phase (ωB97M-V with the def2-TZVPD basis set, OMol25).

Last column: Mulliken charge in e.
Geometry (Å):
C 0.28299 -0.23819 -0.07518  0.591
C 0.52114 1.11789 -0.65955  -0.010
C -0.56771 2.11822 -0.60506  -1.075
C 0.00940 -2.46712 0.84151  -0.738
N -0.01152 -1.43546 -0.18459  -0.496
O 0.87059 0.64887 0.67933  -0.424
H 1.23972 1.36951 -1.35462  0.419
H -1.04805 1.99494 0.48800  0.267
H -1.23816 2.04771 -1.43152  0.284
H -0.16648 3.03077 -0.75585  0.341
H -0.75732 -3.14632 0.56041  0.270
H -0.22545 -2.05033 1.72842  0.329
H 1.09083 -2.99048 0.76868  0.241

Kohn-Sham gap, eV: 10.22
Net charge: 0
2S+1: 1


R) # C4H7NO

C4H7NO in the gas phase (ωB97M-V with the def2-TZVPD basis set, OMol25).

Last column: Mulliken charge in e.
Geometry (Å):
C -1.72344 0.04062 -0.28706  -0.218
C 0.80379 0.79175 0.25332  -0.810
C -0.55528 0.08050 0.54390  -0.104
C 1.70151 -0.05029 -0.53994  -0.156
N -2.58307 -0.88672 0.00553  -0.596
O 2.46225 -0.98749 0.12524  -0.416
H -1.89797 0.76633 -0.97143  0.488
H 0.68551 1.73467 -0.33455  0.297
H 1.32090 1.16123 1.16457  0.389
H -0.27936 -0.77391 1.14278  0.248
H 1.39164 -0.20747 -1.60903  0.322
H -3.52721 -0.92092 -0.47613  0.234
H 2.20074 -0.74830 0.98278  0.323

Kohn-Sham gap (alpha / beta), eV: 9.21 / 6.85
Net charge: 0
2S+1: 1


S) # C4H7NO

A molecular structure, C4H7NO (ωB97M-V with the def2-TZVPD basis set, OMol25).

Last column: Mulliken charge in e.
Geometry (Å):
C -1.98803 0.08933 0.19647  -1.180
C -0.53526 -0.20049 0.27830  -0.196
N 1.44278 -0.83182 -0.82536  -0.524
C 1.89055 0.13682 0.03670  -0.442
C 0.39431 0.68389 -0.29770  0.897
O 0.22118 1.65647 -1.02613  -0.662
H -2.58025 -0.83148 0.20025  0.346
H -2.18193 0.67192 -0.70672  0.308
H -2.29858 0.69198 1.06059  0.287
H -0.18618 -0.94262 0.99373  0.304
H 1.19852 -1.68445 -0.32206  0.267
H 2.51845 0.90776 -0.41535  0.320
H 2.12053 -0.07897 1.08631  0.276

Kohn-Sham gap (alpha / beta), eV: 7.85 / 7.95
Net charge: 0
2S+1: 1


Most stable to least stable, the ends of the list are P) and R).


P) # C4H7NO

C4H7NO in the gas phase (ωB97M-V with the def2-TZVPD basis set, OMol25).

Last column: Mulliken charge in e.
Geometry (Å):
O 2.19696 -0.74071 -0.14703  -0.382
N 1.51433 0.47225 -0.12242  -0.582
C 0.24941 0.29832 -0.13721  0.766
C -0.40766 -1.06393 -0.20312  -0.569
C -1.61721 -1.41676 0.53230  -0.366
C -0.61853 1.52255 -0.12407  -1.067
H 3.12145 -0.46483 -0.11169  0.364
H -0.34392 -1.49694 -1.21045  0.342
H 0.19221 -1.78805 0.41324  0.377
H -1.31271 1.51030 -0.97322  0.290
H -1.67397 -0.70493 1.38743  0.190
H -0.00311 2.42280 -0.17675  0.330
H -1.22108 1.56146 0.79153  0.308

Kohn-Sham gap, eV: 8.73
Net charge: 0
2S+1: 1


Q) # C4H7NO

A molecular structure, C4H7NO (ωB97M-V with the def2-TZVPD basis set, OMol25).

Last column: Mulliken charge in e.
Geometry (Å):
C 0.55275 1.22336 1.26193  -0.496
N -0.09397 -0.05496 1.52217  -0.617
C 0.84465 0.05324 0.40262  0.145
C 0.43761 0.24215 -1.02917  -0.395
C -0.83464 -0.98857 -1.29721  -0.439
O -0.97993 0.38678 -1.10103  -0.263
H -0.04829 2.01317 0.81324  0.228
H 1.29432 1.54918 1.98480  0.268
H -1.04695 -0.00848 1.16149  0.312
H 1.78355 -0.47893 0.53550  0.378
H 0.37082 -1.00282 -1.58247  0.259
H -1.24746 -1.32632 -2.24815  0.341
H -1.03244 -1.60780 -0.42372  0.278

Kohn-Sham gap, eV: 9.47
Net charge: 0
2S+1: 1


Most stable to least stable, the ends of the list are P) and Q).


P) # C4H7NO

C4H7NO in the gas phase (ωB97M-V with the def2-TZVPD basis set, OMol25).

Last column: Mulliken charge in e.
Geometry (Å):
C 1.46882 0.24651 -0.08453  -1.189
C 0.08342 0.79505 -0.37152  0.107
C -0.85970 -0.10402 -1.07986  -0.399
N -1.14336 0.28672 0.28035  -0.280
C -1.00174 -0.61433 1.33196  0.100
O -0.90777 -1.81492 1.23880  -0.487
H 2.01140 0.79712 0.68939  0.306
H 2.07529 0.28255 -0.99869  0.308
H 1.40605 -0.80549 0.21198  0.326
H -0.03689 1.86475 -0.46875  0.356
H -1.53295 0.28698 -1.83597  0.228
H -0.54119 -1.13425 -1.21647  0.264
H -1.02136 -0.08667 2.30332  0.360

Kohn-Sham gap, eV: 10.93
Net charge: 0
2S+1: 1


Q) # C4H7NO

C4H7NO in the gas phase (ωB97M-V with the def2-TZVPD basis set, OMol25).

Last column: Mulliken charge in e.
Geometry (Å):
O -1.54631 -0.89407 0.97377  -0.555
C -1.05691 -0.03034 -0.01993  0.000
C -0.18182 1.23684 0.25279  -0.418
N 0.87874 0.75968 -0.68124  -0.480
C 1.36387 -0.47045 -0.07456  -0.274
C 0.10923 -0.51293 -0.86177  -0.241
H -0.83380 -1.49771 1.21798  0.338
H -1.92630 0.28583 -0.60002  0.328
H 0.18227 1.42384 1.26838  0.280
H -0.63514 2.14876 -0.14484  0.278
H 1.32719 -0.55971 1.01270  0.185
H 2.27344 -0.84995 -0.53268  0.258
H 0.04554 -1.03978 -1.81057  0.302

Kohn-Sham gap, eV: 10.47
Net charge: 0
2S+1: 1


R) # C4H7NO

C4H7NO in the gas phase (ωB97M-V with the def2-TZVPD basis set, OMol25).

Last column: Mulliken charge in e.
Geometry (Å):
C -1.74409 -0.28289 -0.08560  -0.698
N -1.23959 1.01381 0.41457  -0.623
C -0.50917 0.29630 -0.62026  0.081
C 0.77728 -0.43138 -0.38723  -0.006
C 1.89309 0.19300 0.31583  -0.389
O 1.06435 -0.77437 0.95780  -0.437
H -1.54366 -1.14559 0.55494  0.251
H -2.70320 -0.22996 -0.57209  0.279
H -1.09348 0.68223 1.35330  0.308
H -0.59885 0.75998 -1.60055  0.371
H 0.97474 -1.22991 -1.10678  0.349
H 2.91535 -0.12368 0.11145  0.275
H 1.76644 1.21236 0.67660  0.238

Kohn-Sham gap, eV: 10.92
Net charge: 0
2S+1: 1


S) # C4H7NO

C4H7NO in the gas phase (ωB97M-V with the def2-TZVPD basis set, OMol25).

Last column: Mulliken charge in e.
Geometry (Å):
O 3.03842 -1.32814 -0.03154  -0.573
C 2.19059 -0.54296 -0.40685  0.075
N 0.88508 -0.59689 -0.02333  -0.153
C -0.14718 0.35165 -0.30493  0.010
C -1.16763 0.77451 0.77936  -0.631
C -1.54619 -0.13558 -0.34057  -0.551
H 2.40213 0.28468 -1.10833  0.295
H 0.64487 -1.40294 0.54071  0.235
H 0.13001 1.36880 -0.46243  0.349
H -0.96132 0.43249 1.77948  0.266
H -1.56720 1.79235 0.70704  0.239
H -2.25796 0.17659 -1.09331  0.238
H -1.64363 -1.17455 -0.03530  0.201

Kohn-Sham gap, eV: 10.11
Net charge: 0
2S+1: 1


Most stable to least stable, the ends of the list are P) and R).


P) # C4H7NO

C4H7NO in the gas phase (ωB97M-V with the def2-TZVPD basis set, OMol25).

Last column: Mulliken charge in e.
Geometry (Å):
O -1.96297 1.15962 1.42503  -0.373
N -0.82146 0.36288 1.74341  -0.614
C -0.25891 -0.01450 0.67387  0.432
C -0.47740 0.27871 -0.78939  -0.439
C 0.83648 -0.49792 -1.08165  -0.467
C 0.97588 -0.85342 0.42787  -0.425
H -1.60008 2.03380 1.22003  0.321
H -1.39599 -0.15758 -1.19310  0.239
H -0.47261 1.34696 -1.03150  0.305
H 0.72362 -1.35765 -1.74562  0.260
H 1.64148 0.13603 -1.46064  0.252
H 0.84473 -1.91467 0.66121  0.241
H 1.88056 -0.49641 0.92861  0.268

Kohn-Sham gap, eV: 10.65
Net charge: 0
2S+1: 1


Q) # C4H7NO

2 unconnected molecules or ions with the total composition C4H7NO (ωB97M-V with the def2-TZVPD basis set, OMol25).

Last column: Mulliken charge in e.
Geometry (Å):
C -1.81726 -2.21563 0.26127  -0.106
C -2.95495 0.06140 -0.00270  0.427
C 1.78765 -1.16786 -0.21528  -0.926
C -1.98363 1.18189 0.21630  -0.828
N -2.33858 -1.17927 0.12228  0.094
O -4.11836 0.15277 -0.26231  -0.460
H 1.52160 -1.47453 -1.21899  0.239
H 2.09230 -0.12902 -0.21920  0.252
H 0.93480 -1.30167 0.43789  0.145
H -1.27737 0.92355 1.00200  0.321
H -2.51993 2.09465 0.46347  0.295
H -1.42232 1.33921 -0.70493  0.258
H 2.60342 -1.78369 0.13968  0.288

Kohn-Sham gap, eV: 11.33
Net charge: 0
2S+1: 1


R) # C4H7NO

A molecular structure, C4H7NO (ωB97M-V with the def2-TZVPD basis set, OMol25).

Last column: Mulliken charge in e.
Geometry (Å):
O 1.95661 0.86337 0.30315  -0.560
C 0.91068 0.47230 -0.50896  -0.117
C 0.32876 -1.14155 -0.00670  -1.140
C -0.99040 -0.41460 0.04000  0.121
N -0.87499 0.58981 1.10384  -0.560
C -0.48912 0.94052 -0.26302  -0.306
H 1.67778 -0.08917 0.55495  0.328
H 1.17980 0.37964 -1.56314  0.400
H 0.53306 -1.70263 0.94753  0.347
H 0.48772 -1.83654 -0.83087  0.364
H -1.94498 -0.81702 -0.25931  0.440
H -1.79616 0.98674 1.27672  0.260
H -0.97806 1.73552 -0.80836  0.423

Kohn-Sham gap, eV: 10.43
Net charge: 0
2S+1: 1


S) # C4H7NO

C4H7NO in the gas phase (ωB97M-V with the def2-TZVPD basis set, OMol25).

Last column: Mulliken charge in e.
Geometry (Å):
C -1.20357 0.19439 1.31803  -0.797
N -0.54875 0.31292 0.03232  -0.249
C -0.45609 -0.70038 -0.97319  -0.379
C 0.75559 -0.25206 -0.21357  0.048
C 1.71620 0.72304 -0.80314  -0.254
O 2.91522 0.68060 -0.66267  -0.482
H -2.27713 0.10652 1.15350  0.295
H -1.03117 1.11998 1.87732  0.275
H -0.87615 -0.63837 1.95817  0.308
H -0.76226 -1.73337 -0.79992  0.291
H -0.59456 -0.35650 -1.99700  0.234
H 1.15858 -0.98605 0.48347  0.394
H 1.21216 1.54040 -1.36411  0.316

Kohn-Sham gap, eV: 10.41
Net charge: 0
2S+1: 1


Most stable to least stable, the ends of the list are Q) and R).